No. 1
Molecular formula: C31H56BrN4OP3Pb
Method: DFT, wB97M-V/def2-TZVPD

Output
Maximum force ... 6.75 eV Å⁻¹
Net charge ... +4
Gap between HOMO and LUMO (spin up / spin down) ... 0.124 / 0.124 Ha
Relative energy (zero: lowest compared OMol25 entry of this formula, charge and spin) ... 10.3 kJ/mol
Multiplicity ... 1

Each line ends with the Löwdin charge.
Positions of all 97 atoms, in Å:
C1 -0.939 4.869 -3.830  0.008
C2 -1.320 3.778 -4.635  -0.221
C3 -1.487 4.022 -6.012  0.018
C4 -1.449 5.346 -6.474  -0.062
N1 -1.187 6.377 -5.665  0.119
C5 -0.954 6.160 -4.379  -0.081
C6 -1.601 2.497 -3.987  -0.163
C7 -1.169 1.654 -3.082  -0.229
C8 -0.330 1.142 -2.038  -0.220
C9 -0.183 1.823 -0.815  0.038
C10 0.213 1.126 0.320  -0.059
C11 0.403 -0.264 0.257  -0.629
C12 0.452 -0.903 -0.994  -0.183
C13 0.154 -0.173 -2.145  -0.032
Pb1 -3.291 1.321 -3.225  1.623
P1 2.995 -2.625 -0.623  1.161
H1 -1.718 3.215 -6.704  0.127
H2 -0.681 4.749 -2.768  0.119
H3 -1.636 5.568 -7.529  0.139
H4 -0.752 7.035 -3.751  0.137
H5 0.189 -0.644 -3.134  0.137
H6 -0.433 2.892 -0.751  0.144
H7 0.744 -1.969 -1.073  0.053
H8 0.285 1.621 1.282  0.083
C14 3.659 -4.180 0.133  -0.356
C15 4.697 -4.964 -0.653  -0.110
H9 2.759 -4.793 0.291  0.090
H10 4.038 -3.934 1.135  0.097
H11 5.045 -5.810 -0.044  0.106
H12 4.270 -5.371 -1.577  0.092
H13 5.585 -4.368 -0.894  0.080
C16 3.919 -2.203 -2.144  -0.352
C17 3.644 -0.760 -2.587  -0.118
H14 3.637 -2.905 -2.934  0.099
H15 4.994 -2.350 -1.941  0.091
H16 3.783 -0.672 -3.672  0.098
H17 2.623 -0.441 -2.374  0.031
H18 4.334 -0.036 -2.127  0.093
C18 3.823 -1.393 0.480  -0.403
C19 5.345 -1.450 0.449  -0.096
H19 3.431 -1.605 1.485  0.048
H20 3.463 -0.392 0.215  0.078
H21 5.740 -0.580 0.984  0.104
H22 5.730 -2.353 0.942  0.093
H23 5.760 -1.396 -0.564  0.072
Br1 0.579 -1.305 1.802  0.913
P2 -3.167 -2.542 -2.764  1.018
C20 -1.469 -3.302 -2.781  -0.417
C21 -1.442 -4.791 -3.172  -0.136
H24 -1.045 -3.189 -1.770  0.056
H25 -0.852 -2.702 -3.470  0.063
H26 -0.411 -5.168 -3.101  0.077
H27 -2.059 -5.397 -2.495  0.082
H28 -1.794 -4.945 -4.200  0.079
C22 -3.146 -1.618 -1.165  -0.438
C23 -3.862 -2.504 -0.127  -0.143
H29 -3.688 -0.667 -1.310  0.017
H30 -2.119 -1.372 -0.848  0.048
H31 -3.828 -2.060 0.872  0.072
H32 -4.912 -2.628 -0.418  0.086
H33 -3.416 -3.504 -0.062  0.081
C24 -3.228 -1.423 -4.210  -0.552
C25 -3.291 -2.046 -5.604  -0.102
H34 -2.310 -0.805 -4.138  0.021
H35 -4.181 -0.869 -4.073  0.016
H36 -3.421 -1.230 -6.323  0.088
H37 -2.371 -2.569 -5.863  0.084
H38 -4.143 -2.731 -5.710  0.104
C26 -0.798 0.130 6.510  -0.072
N2 -1.117 0.312 5.101  -0.231
C27 -2.313 -0.433 4.691  -0.054
P3 -0.733 1.763 4.341  0.554
O1 -1.145 1.713 2.917  -0.287
N3 -1.350 3.117 5.085  -0.179
C28 -2.486 3.800 4.486  -0.023
C29 -1.054 3.466 6.467  -0.028
N4 0.877 1.945 4.807  -0.317
C30 1.776 0.789 4.740  -0.101
C31 1.508 3.174 4.311  -0.078
H39 -0.717 -0.950 6.688  0.118
H40 -1.590 0.541 7.155  0.109
H41 0.158 0.595 6.773  0.089
H42 -3.178 -0.131 5.303  0.114
H43 -2.531 -0.254 3.633  0.077
H44 -2.114 -1.502 4.844  0.111
H45 -3.441 3.471 4.919  0.128
H46 -2.388 4.879 4.654  0.122
H47 -2.496 3.609 3.406  0.087
H48 -1.752 2.989 7.175  0.124
H49 -0.028 3.163 6.724  0.102
H50 -1.149 4.559 6.567  0.124
H51 2.163 0.627 3.721  0.066
H52 2.615 0.987 5.426  0.113
H53 1.256 -0.118 5.065  0.068
H54 1.650 3.151 3.214  0.091
H55 0.884 4.042 4.562  0.086
H56 2.486 3.273 4.797  0.109

Force components x, y, z for each atom (eV/Å):
C -0.415 0.229 0.889
C -0.428 0.661 -0.876
C -0.779 -0.009 0.021
C 0.611 -0.348 0.312
N -0.615 -0.027 -0.339
C 0.564 -0.673 0.050
C 5.083 -1.594 2.669
C 3.303 4.922 -3.220
C -0.830 -0.879 -0.253
C -0.506 0.319 0.668
C 0.016 0.018 -0.063
C 0.009 0.084 -0.809
C 0.271 0.241 -0.416
C -0.322 -1.051 0.149
Pb -5.806 -1.304 0.754
P 4.112 0.081 0.862
H -0.065 0.172 0.127
H -0.347 0.003 -0.502
H 0.143 -0.061 0.375
H 0.033 -0.366 -0.241
H -0.123 0.048 0.457
H 0.067 -0.585 0.069
H -0.540 0.786 0.031
H -0.119 0.034 -0.166
C -1.180 -0.628 0.240
C 0.256 -0.067 -0.582
H 0.314 -0.198 0.130
H -0.289 0.321 -0.248
H -0.235 0.193 -0.084
H 0.221 0.054 0.148
H -0.239 -0.102 0.019
C -0.833 -0.264 -1.016
C 0.365 0.376 -0.390
H 0.131 0.032 0.037
H -0.580 -0.258 0.072
H 0.029 -0.067 0.286
H 0.130 0.006 0.010
H -0.262 -0.311 -0.026
C -1.514 0.538 0.552
C 0.540 -0.250 -0.085
H 0.293 0.156 -0.154
H 0.063 -0.074 0.004
H -0.151 -0.179 0.037
H -0.068 0.262 -0.186
H -0.052 0.052 0.372
Br -0.087 0.125 -0.066
P -0.307 -1.975 0.210
C 0.047 0.042 -0.184
C 0.099 0.048 -0.027
H -0.211 0.045 -0.215
H 0.073 -0.228 0.109
H -0.301 0.066 -0.116
H 0.095 0.236 -0.232
H 0.074 -0.007 0.306
C 0.209 0.404 -0.322
C -0.278 0.201 0.050
H -0.129 -0.133 0.246
H -0.241 -0.063 -0.092
H 0.010 0.015 -0.123
H 0.271 -0.049 0.146
H -0.009 0.230 -0.124
C -0.286 0.132 0.539
C -0.017 0.096 -0.264
H 0.159 0.599 -0.080
H 0.366 -0.084 -0.035
H 0.003 -0.263 -0.066
H -0.040 -0.065 0.073
H 0.260 0.199 0.168
C 0.422 -0.307 0.455
N -0.838 1.049 0.433
C -0.169 0.050 -0.294
P 2.710 -1.591 -1.054
O 0.161 0.252 0.586
N -1.479 0.569 1.067
C -0.147 0.194 -0.698
C 0.713 0.350 0.199
N -1.168 -0.303 -0.866
C 0.191 -0.066 0.126
C 0.089 0.214 -0.098
H -0.111 0.262 0.135
H 0.081 -0.183 -0.098
H -0.368 -0.074 -0.093
H 0.213 -0.222 -0.129
H 0.121 0.012 0.287
H -0.101 0.276 0.047
H 0.181 0.015 0.126
H 0.012 -0.220 0.142
H -0.026 -0.022 0.403
H -0.051 0.076 -0.253
H -0.485 0.075 -0.108
H -0.070 -0.371 0.067
H -0.033 0.083 0.257
H -0.235 -0.196 -0.294
H 0.282 0.182 -0.112
H 0.036 0.017 0.383
H 0.337 -0.117 -0.074
H -0.281 0.129 -0.126

***

No. 2
Molecular formula: C31H56IN4O12
Method: DFT, wB97M-V/def2-TZVPD

Output
Maximum force ... 8.00 eV Å⁻¹
Net charge ... +1
Gap between HOMO and LUMO ... 0.287 Ha
Multiplicity ... 1

Each line ends with the Löwdin charge.
Positions of all 104 atoms, in Å:
C1 -4.748 0.522 -6.365  -0.006
C2 -4.208 -0.852 -6.151  -0.055
C3 -3.261 -1.297 -4.846  -0.252
O1 -3.745 -0.972 -3.643  -0.044
O2 -2.022 -2.039 -5.125  -0.093
C4 -0.994 -1.821 -4.094  -0.184
C5 -0.803 -3.202 -3.181  -0.151
C6 0.700 -3.329 -2.508  -0.182
C7 0.633 -3.156 -0.845  -0.187
C8 -0.031 -1.681 -0.581  -0.187
C9 0.277 -1.028 0.889  -0.157
N1 0.610 0.400 0.955  -0.133
C10 2.004 0.837 0.898  -0.242
C11 2.886 0.537 -0.438  -0.674
C12 3.307 -1.070 -0.631  -0.137
I1 2.090 1.440 -2.293  0.766
C13 -0.474 1.397 0.807  -0.116
N2 -1.317 1.298 -0.484  0.118
N3 -0.786 2.372 1.765  -0.004
C14 0.016 2.495 3.079  -0.178
N4 -0.847 2.776 4.288  0.010
C15 -1.884 3.406 1.617  -0.128
C16 -1.207 4.935 1.624  -0.162
C17 -0.286 5.232 0.286  -0.146
C18 -1.137 5.244 -1.126  -0.206
O3 -0.356 5.902 -2.227  -0.260
C19 -0.774 5.390 -3.541  -0.139
H1 -5.175 1.231 -5.523  0.084
H2 -4.826 0.945 -7.474  0.082
H3 -4.527 -1.670 -6.957  0.117
H4 -1.144 -0.855 -3.443  0.122
H5 0.031 -1.653 -4.682  0.143
H6 -0.986 -4.100 -3.910  0.110
H7 -1.661 -3.142 -2.354  0.124
H8 1.307 -2.383 -2.909  0.091
H9 1.297 -4.281 -2.842  0.116
H10 -0.050 -4.065 -0.484  0.117
H11 1.679 -3.329 -0.342  0.091
H12 0.367 -0.962 -1.416  0.053
H13 -1.213 -1.833 -0.646  0.121
H14 1.143 -1.692 1.373  0.138
H15 -0.678 -1.250 1.570  0.149
H16 2.056 2.016 1.082  0.139
H17 2.602 0.367 1.818  0.154
H18 3.935 1.083 -0.271  0.100
H19 4.483 -1.138 -0.761  0.102
H20 2.816 -1.470 -1.620  0.048
H21 3.053 -1.718 0.319  0.059
H22 -1.994 0.511 -0.253  0.114
H23 -0.750 0.920 -1.272  0.012
H24 0.652 1.545 3.323  0.146
H25 0.742 3.420 2.931  0.148
H26 -1.710 2.187 4.292  0.089
H27 -1.079 3.807 4.325  0.082
H28 -2.680 3.395 2.501  0.140
H29 -2.502 3.351 0.628  0.127
H30 -0.685 5.200 2.637  0.072
H31 -2.140 5.674 1.537  0.135
H32 0.637 4.508 0.170  0.113
H33 0.171 6.326 0.403  0.135
H34 -1.417 4.169 -1.517  0.108
H35 -2.139 5.886 -1.043  0.144
H36 -1.809 4.843 -3.556  0.092
H37 -0.839 6.239 -4.378  0.110
H38 0.036 4.621 -3.961  0.099
C20 -0.120 -9.385 -3.848  -0.016
C21 -0.781 -8.567 -2.757  -0.350
C22 -1.190 -7.192 -3.190  -0.118
O4 -1.206 -6.486 -1.961  0.046
C23 -0.292 -7.106 -1.151  -0.501
O5 0.096 -6.665 -0.085  0.116
O6 0.127 -8.286 -1.705  0.091
H39 0.353 -10.277 -3.425  0.092
H40 -0.853 -9.698 -4.600  0.095
H41 0.671 -8.818 -4.350  0.091
H42 -1.623 -9.125 -2.329  0.165
H43 -2.176 -7.175 -3.662  0.148
H44 -0.466 -6.707 -3.853  0.135
C24 -0.322 10.081 5.562  -0.014
C25 -0.091 9.054 4.472  -0.347
C26 -1.278 8.181 4.197  -0.102
O7 -0.673 7.023 3.647  0.001
C27 0.583 6.952 4.188  -0.497
O8 1.324 5.992 4.087  0.132
O9 0.889 8.104 4.861  0.099
H45 0.627 10.530 5.874  0.094
H46 -0.990 10.876 5.215  0.095
H47 -0.762 9.624 6.455  0.092
H48 0.268 9.549 3.562  0.165
H49 -1.976 8.631 3.487  0.148
H50 -1.824 7.885 5.099  0.145
C28 3.195 -6.583 4.079  -0.014
C29 2.746 -5.302 3.407  -0.346
C30 3.168 -5.185 1.974  -0.102
O10 3.172 -3.781 1.779  0.018
C31 3.435 -3.224 3.002  -0.505
O11 3.694 -2.049 3.184  0.122
O12 3.370 -4.169 3.990  0.093
H51 3.060 -6.515 5.164  0.092
H52 2.627 -7.441 3.705  0.095
H53 4.261 -6.772 3.907  0.092
H54 1.662 -5.180 3.522  0.164
H55 2.470 -5.672 1.288  0.136
H56 4.180 -5.559 1.783  0.147

Force components x, y, z for each atom (eV/Å):
C 0.940 -2.885 0.504
C -0.643 2.333 -0.736
C -3.518 1.089 3.888
O 3.919 -1.957 -6.692
O -2.886 3.048 1.698
C 2.373 -0.699 0.593
C -0.522 0.589 -0.083
C 0.170 1.430 0.346
C -0.607 -1.018 -1.013
C -0.339 -0.526 0.171
C -0.917 -2.730 0.363
N -1.642 2.524 -0.117
C 2.096 1.507 1.030
C 1.991 -0.931 1.494
C 0.409 0.407 -0.392
I 0.208 -0.466 1.049
C -0.180 0.119 -0.305
N 0.500 -1.150 3.322
N 0.618 -2.918 -2.309
C 0.861 0.700 1.425
N 0.200 0.554 -1.935
C -0.765 2.549 -0.390
C -1.001 0.082 -0.887
C 0.297 0.820 -0.325
C -0.493 0.163 -0.444
O -1.536 -1.606 0.075
C 0.387 -0.431 -1.687
H 1.962 -1.430 -1.570
H -0.567 -1.539 2.492
H 1.790 1.964 1.519
H -0.188 -2.017 -1.283
H -2.321 -0.391 1.047
H 0.175 1.719 1.456
H 1.936 -0.554 -1.831
H -1.064 -2.052 0.746
H -1.388 1.729 0.715
H 1.321 2.195 -0.502
H -1.998 0.630 -1.091
H -0.862 -1.299 1.535
H 2.569 0.605 -0.205
H -1.655 1.920 -0.900
H 2.060 0.644 -1.352
H -0.294 -2.524 -0.474
H -1.128 0.738 -2.037
H -2.596 -0.914 -0.326
H -2.510 0.245 0.186
H 0.922 0.533 2.185
H 0.360 1.435 -2.040
H 0.543 1.333 -0.511
H 0.007 0.385 1.132
H -1.405 1.622 -1.059
H -1.471 -1.986 0.372
H 1.069 0.817 0.049
H 0.146 -1.788 -0.033
H 2.055 -0.506 -1.800
H 1.561 -0.558 1.772
H -0.840 -0.797 -2.355
H 1.943 -1.616 0.288
H -1.888 1.287 0.310
H -0.980 -2.363 -0.208
H 0.557 1.924 1.122
H 1.990 -1.452 0.200
H 1.841 1.083 0.351
H 0.210 -1.539 2.244
H -1.663 1.516 1.066
C 0.347 -0.140 0.070
C 0.032 -0.973 -1.199
C -0.642 0.120 -0.650
O 0.697 -0.148 1.034
C 0.660 0.544 1.542
O -0.691 -0.727 -2.024
O -0.153 1.197 0.915
H -0.223 0.086 -0.062
H 0.065 0.055 0.169
H -0.158 0.021 0.096
H -0.008 0.156 -0.046
H 0.111 0.130 0.217
H 0.040 -0.223 -0.022
C 0.225 -0.002 0.301
C -0.419 1.387 0.562
C -0.869 0.463 -0.229
O 1.012 -0.268 0.359
C 1.535 -1.150 0.207
O -1.649 1.664 0.062
O 0.002 -1.518 -0.676
H -0.167 0.003 -0.188
H 0.128 -0.139 -0.014
H 0.021 -0.020 -0.187
H -0.116 -0.106 0.000
H 0.144 -0.231 0.000
H 0.129 0.196 0.030
C 0.203 0.016 0.309
C -0.121 -1.498 0.374
C -0.325 -0.826 -0.684
O 0.170 1.010 0.752
C 0.544 1.634 0.636
O -0.630 -2.135 -0.532
O 0.202 1.400 -0.810
H -0.125 -0.029 -0.203
H 0.033 0.191 0.031
H -0.153 0.093 -0.071
H 0.066 0.007 -0.145
H 0.044 0.234 0.015
H -0.085 -0.062 0.204